Arrangement A

ORCA calculation (wB97M-V/def2-TZVPD) on a 2-piece molecular cluster, C8H10 overall.

Properties
- Frontier orbital gap: 0.299 hartree
- LUMO energy: -0.07 eV

```
! RIJCOSX wB97M-V def2-TZVPD def2/J DEFGRID3
* xyz 0 1
C 1.49 -0.02 -1.19
C 0.39 -0.23 -0.15
C 0.50 -0.98 1.02
C 1.78 -1.38 1.48
C -0.82 0.30 -0.27
C -1.74 0.38 0.85
C -1.22 1.08 -1.44
C -1.63 1.82 -2.26
H 2.17 -1.05 -1.06
H 2.23 0.73 -0.48
H 1.60 0.28 -2.33
H -0.46 -1.49 1.44
H 1.77 -2.25 2.42
H 2.78 -1.36 1.03
H -1.88 -0.61 1.29
H -2.76 0.86 0.40
H -1.52 0.95 1.88
H -2.66 2.98 -2.64
*
```

Arrangement B

ORCA calculation (wB97M-V/def2-TZVPD) on one molecule with the formula C8H10.

Properties
- Frontier orbital gap: 0.330 hartree
- LUMO energy: 0.74 eV

```
! RIJCOSX wB97M-V def2-TZVPD def2/J DEFGRID3
* xyz 0 1
C -2.29 0.19 -0.25
C -1.42 0.34 1.01
C -0.16 0.01 0.18
C -1.27 -0.69 -0.95
C 0.72 1.21 -0.13
C 2.09 0.81 -0.28
C 2.19 -0.72 0.12
C 0.86 -1.04 0.37
H -2.14 1.18 -0.73
H -3.41 -0.24 -0.19
H -1.52 1.05 1.77
H -1.65 -0.51 1.57
H -1.22 -0.57 -2.06
H -1.34 -1.78 -0.50
H 0.25 2.13 -0.34
H 2.83 1.47 -0.60
H 3.20 -1.32 -0.03
H 0.62 -2.00 0.69
*
```

Arrangement C

ORCA calculation (wB97M-V/def2-TZVPD) on one molecule with the formula C8H10.

Properties
- Frontier orbital gap: 0.379 hartree
- LUMO energy: 0.27 eV

```
! RIJCOSX wB97M-V def2-TZVPD def2/J DEFGRID3
* xyz 0 1
C 2.11 -0.15 -1.36
C 0.97 -3.22 0.33
C -0.88 -1.34 -0.01
C -0.16 -2.63 0.23
C 0.02 -0.13 0.27
C 1.17 -0.13 -0.62
C 0.05 2.40 0.41
C -0.79 1.17 0.11
H 2.94 -0.13 -2.00
H -1.21 -1.30 -1.05
H -1.77 -1.29 0.63
H -0.79 -3.52 0.39
H 0.39 -0.19 1.30
H 0.47 2.34 1.42
H -0.56 3.30 0.35
H 0.87 2.48 -0.29
H -1.18 1.22 -0.91
H -1.64 1.13 0.80
*
```

Stability ranking, top and bottom: arrangement B is the most stable and arrangement A is the least stable.

Arrangement A

ORCA calculation (wB97M-V/def2-TZVPD) on C8H10 as an isolated structure.

Properties
- Frontier orbital gap: 0.366 hartree
- LUMO energy: 1.10 eV

```
! RIJCOSX wB97M-V def2-TZVPD def2/J DEFGRID3
* xyz 0 1
C -2.88 -0.44 0.06
C -1.87 0.69 -0.07
C -0.37 0.26 -0.02
C -0.03 -1.06 -0.04
C 1.36 -1.32 -0.01
C 2.37 -0.31 0.01
C 1.94 0.91 0.01
C 0.59 1.28 -0.04
H -3.86 -0.13 0.26
H -2.75 -0.99 1.09
H -3.04 -1.10 -0.87
H -2.12 1.15 -1.01
H -2.12 1.70 0.80
H -0.73 -1.74 -0.21
H 1.65 -2.19 0.14
H 3.35 -0.77 0.11
H 2.66 1.60 0.12
H 0.29 2.42 0.11
*
```

Arrangement B

ORCA calculation (wB97M-V/def2-TZVPD) on one molecule with the formula C8H10.

Properties
- Frontier orbital gap: 0.360 hartree
- LUMO energy: 1.11 eV

```
! RIJCOSX wB97M-V def2-TZVPD def2/J DEFGRID3
* xyz 0 1
C -2.84 0.46 -0.07
C -1.90 -0.73 0.06
C -0.44 -0.28 -0.02
C 0.55 -1.27 -0.02
C 1.94 -0.91 -0.04
C 2.34 0.30 0.04
C 1.32 1.37 -0.04
C -0.04 1.00 0.09
H -3.70 -0.14 -0.06
H -2.72 0.96 -0.96
H -3.08 1.10 0.74
H -1.97 -1.20 1.02
H -1.82 -1.50 -0.75
H 0.52 -2.25 -0.05
H 2.77 -1.70 0.09
H 3.44 0.70 -0.06
H 1.63 2.40 -0.08
H -0.70 1.93 0.10
*
```

Stability ranking, top and bottom: arrangement B is the most stable and arrangement A is the least stable.

Arrangement A

ORCA calculation (wB97M-V/def2-TZVPD) on a 3-piece molecular cluster, C3H14N2O2 overall.

Properties
- Frontier orbital gap: 0.357 hartree
- LUMO energy: 0.59 eV

```
! RIJCOSX wB97M-V def2-TZVPD def2/J DEFGRID3
* xyz 0 1
N -0.46 0.67 -0.25
C 0.99 0.70 -0.13
C 1.59 0.15 1.18
C 2.63 -0.95 0.98
N 2.10 -2.13 0.28
H -0.86 1.35 0.38
H -0.89 -0.17 0.13
H 1.41 0.13 -0.96
H 1.35 1.70 -0.36
H 0.83 -0.14 1.89
H 2.01 0.99 1.70
H 3.44 -0.57 0.37
H 3.09 -1.22 1.92
H 2.10 -1.94 -0.69
H 1.15 -2.30 0.59
H -3.29 -1.55 0.22
H -3.97 -0.18 0.03
O -3.14 -0.61 0.25
H -2.47 1.16 -2.14
H -1.53 2.29 -1.92
O -2.47 2.11 -1.96
*
```

Arrangement B

ORCA calculation (wB97M-V/def2-TZVPD) on a 3-piece molecular cluster, C3H14N2O2 overall.

Properties
- Frontier orbital gap: 0.363 hartree
- LUMO energy: 0.78 eV

```
! RIJCOSX wB97M-V def2-TZVPD def2/J DEFGRID3
* xyz 0 1
C 1.94 -1.67 -0.60
C 1.08 -0.49 -0.18
N -0.21 -0.93 0.33
C -1.05 0.16 0.80
N -2.48 -0.11 0.75
H 2.18 -2.26 0.28
H 2.86 -1.30 -1.05
H 1.43 -2.32 -1.32
H 1.62 0.11 0.58
H 0.91 0.22 -0.98
H -0.02 -1.55 1.11
H -0.88 1.03 0.15
H -0.79 0.49 1.82
H -2.76 -0.05 -0.23
H -2.63 -1.09 0.97
H 1.12 4.18 1.84
H 0.24 3.10 1.24
O 0.77 3.30 2.03
H -1.11 -0.91 -2.00
H -0.94 0.09 -3.20
O -1.28 -0.02 -2.31
*
```

Stability ranking, top and bottom: arrangement B is the most stable and arrangement A is the least stable.

Arrangement A

ORCA calculation (wB97M-V/def2-TZVPD) on a 3-piece molecular cluster, C3H14N2O2 overall.

Properties
- Frontier orbital gap: 0.377 hartree
- LUMO energy: 0.55 eV

```
! RIJCOSX wB97M-V def2-TZVPD def2/J DEFGRID3
* xyz 0 1
N -0.30 0.69 -1.77
C -0.39 0.14 -0.40
C -0.86 -1.31 -0.49
C 0.94 0.35 0.31
N 0.97 -0.38 1.63
H -0.14 1.70 -1.77
H -1.25 0.62 -2.13
H -1.15 0.74 0.14
H -1.75 -1.52 0.11
H -0.92 -1.62 -1.52
H -0.17 -1.97 0.05
H 1.04 1.41 0.55
H 1.75 -0.02 -0.31
H -0.02 -0.57 1.85
H 1.22 0.29 2.35
H -3.47 2.86 -1.78
H -2.85 1.85 -2.84
O -3.48 1.99 -2.12
H 2.90 -2.13 3.35
H 2.72 -1.38 2.02
O 3.37 -1.66 2.65
*
```

Arrangement B

ORCA calculation (wB97M-V/def2-TZVPD) on a 3-piece molecular cluster, C3H14N2O2 overall.

Properties
- Frontier orbital gap: 0.362 hartree
- LUMO energy: 0.68 eV

```
! RIJCOSX wB97M-V def2-TZVPD def2/J DEFGRID3
* xyz 0 1
C -1.05 -2.49 -0.34
C -1.34 -1.03 -0.08
N -0.51 -0.09 -0.89
C 0.09 0.94 -0.06
N 0.71 2.00 -0.81
H -1.01 -2.65 -1.42
H -1.85 -3.03 0.15
H -0.07 -2.73 0.07
H -2.37 -0.68 -0.28
H -1.25 -0.83 0.98
H -1.14 0.36 -1.55
H 0.78 0.35 0.58
H -0.59 1.44 0.65
H 1.42 1.65 -1.44
H 1.24 2.62 -0.22
H 2.29 1.85 4.65
H 0.93 1.88 5.11
O 1.40 1.83 4.27
H 1.52 -0.36 -3.34
H 0.25 -0.54 -2.55
O 0.58 -0.47 -3.47
*
```

Stability ranking, top and bottom: arrangement A is the most stable and arrangement B is the least stable.